Computed, not measured: a structure of composition C35H47BaF6N10O7PS4, with the ωB97M-V functional and the def2-TZVPD basis.

The geometry in ORCA input format:
```
! wB97M-V def2-TZVPD RIJCOSX def2/J DEFGRID3
* xyz -2 1
Ba -0.22 1.17 1.56
N -2.83 -1.16 0.17
C -3.02 -2.59 -0.08
C -3.27 -3.32 1.24
C -2.21 -3.06 2.33
C -0.84 -3.65 2.07
N -0.15 -2.94 0.97
H -3.63 -0.72 0.59
H -2.56 -0.64 -0.66
H -2.10 -2.96 -0.54
H -3.84 -2.82 -0.75
H -3.34 -4.40 1.02
H -4.23 -2.99 1.65
H -2.59 -3.45 3.28
H -2.10 -1.98 2.42
H -0.94 -4.70 1.80
H -0.27 -3.62 3.00
H 0.83 -2.80 1.17
H -0.56 -2.03 0.83
F -0.56 -0.84 4.59
C -0.05 0.17 5.26
F 0.82 -0.31 6.14
F -0.97 0.86 5.88
S 0.88 1.34 4.16
O -0.08 2.32 3.64
O 1.94 1.80 5.01
N 1.36 0.27 3.03
S 2.48 0.88 2.05
O 2.29 0.44 0.69
O 2.78 2.27 2.32
C 3.97 -0.01 2.59
F 3.66 -1.29 2.86
F 4.46 0.55 3.68
F 4.86 0.03 1.62
S -0.75 1.65 -3.62
C -0.72 1.07 -2.04
N -0.64 0.69 -0.94
C 4.06 -0.38 -2.04
C 3.15 -1.14 -3.02
C 4.04 -2.01 -3.91
C 2.39 -0.11 -3.86
P 1.89 -2.01 -1.91
C 3.03 -3.28 -1.16
C 3.44 -3.00 0.15
C 4.29 -3.85 0.85
C 4.76 -5.01 0.24
C 4.37 -5.31 -1.06
C 3.51 -4.45 -1.75
C 0.69 -3.02 -2.97
C -0.52 -2.09 -3.14
C 1.12 -3.51 -4.36
C 0.24 -4.22 -2.12
H 4.70 0.32 -2.60
H 4.71 -1.06 -1.48
H 3.48 0.19 -1.31
H 4.75 -1.35 -4.44
H 3.47 -2.55 -4.67
H 4.62 -2.73 -3.33
H 3.11 0.56 -4.36
H 1.73 0.51 -3.24
H 1.77 -0.57 -4.63
H 3.08 -2.09 0.62
H 4.58 -3.61 1.87
H 5.42 -5.68 0.78
H 4.72 -6.21 -1.55
H 3.23 -4.70 -2.77
H -0.30 -1.22 -3.77
H -0.85 -1.69 -2.17
H -1.36 -2.64 -3.60
H 1.36 -2.67 -5.02
H 0.27 -4.05 -4.81
H 1.97 -4.19 -4.33
H 0.02 -3.92 -1.09
H 0.99 -5.01 -2.09
H -0.69 -4.64 -2.55
O -3.61 6.06 -1.94
S -3.90 4.65 -1.79
O -4.51 4.00 -2.92
N -2.64 3.87 -1.23
C -2.89 3.30 -0.04
O -2.12 2.63 0.66
C -4.27 3.59 0.48
C -4.84 3.15 1.66
C -6.14 3.56 1.94
C -6.84 4.37 1.05
C -6.26 4.80 -0.14
C -4.96 4.39 -0.39
H -4.27 2.50 2.32
H -6.61 3.24 2.87
H -7.86 4.67 1.28
H -6.80 5.43 -0.84
C 0.75 5.29 -2.74
C 0.87 4.94 -1.30
C 1.22 5.67 -0.19
C 1.07 4.79 0.91
N 0.68 3.57 0.49
N 0.58 3.70 -0.87
C 1.30 5.14 2.35
H 1.25 6.24 -2.94
H -0.31 5.38 -3.01
H 1.18 4.51 -3.37
H 1.52 6.70 -0.16
H 0.15 2.97 -1.41
H 1.52 6.20 2.44
H 2.13 4.57 2.78
H 0.42 4.91 2.96
N -4.69 -0.85 6.47
C -4.41 -0.26 5.50
N -4.21 0.47 4.41
C -3.20 0.46 3.58
N -2.37 0.53 2.76
*
```

Values from the calculation:
Electronic energy in Eh: -4995.0958
Orbital gap in eV: 6.95
F_max in eV/Å: 8.473